(1)
C3H11N6 | ωB97M-V with the def2-TZVPD basis set

Calculated values
HOMO-LUMO gap = 9.461 eV
Spin multiplicity = 1
Total charge = +1
Energy = -449.021300 Ha

Geometry as XYZ:
```
20
Properties=species:S:1:pos:R:3:forces:R:3:mulliken_charge:R:1
C 0.092 0.127 -1.541 -0.9 0.2 1.7 -0.370
C -0.316 -1.258 -1.137 -2.3 0.1 1.2 -0.500
C 0.805 -0.292 0.654 0.4 1.5 1.5 -0.065
N 1.946 2.240 -1.427 -0.6 -1.1 -1.4 -0.559
N 1.906 1.554 -0.414 0.6 -1.1 0.0 -0.319
N 0.908 0.559 -0.438 1.0 0.5 1.4 0.574
N -1.743 -0.113 1.872 1.8 0.5 -2.7 -0.192
N -0.517 0.798 1.860 1.1 -7.0 2.9 -0.601
N 0.021 -1.373 0.341 -0.4 0.1 -1.4 -0.377
H 0.698 0.099 -2.371 1.0 0.3 -2.3 0.372
H -0.827 0.678 -1.648 0.1 0.9 -0.4 0.247
H -1.397 -1.390 -1.403 0.7 0.0 0.9 0.251
H 0.147 -1.983 -1.694 1.6 -1.9 -1.0 0.356
H 1.731 -0.461 1.332 -2.0 0.8 -1.0 0.344
H 2.858 2.696 -1.586 -0.5 0.4 1.3 0.279
H -2.588 0.264 1.370 0.9 -0.4 1.2 0.374
H -1.852 -0.404 2.819 -0.8 0.2 0.9 0.362
H -0.707 1.559 1.369 -1.6 4.2 -3.2 0.219
H -1.420 -1.022 1.312 -0.3 1.7 0.6 0.342
H 0.254 -2.276 0.730 0.3 0.1 -0.3 0.263
```
Forces are in eV/Å.


(2)
C46H51F3N8NiO3 | ωB97M-V with the def2-TZVPD basis set

Calculated values
HOMO-LUMO gap (alpha / beta) = 7.846 / 7.775 eV
Expectation value of S² = 2.0038
Spin multiplicity = 3
Total charge = 0
Energy = -4254.957782 Ha

Geometry as XYZ:
```
112
Properties=species:S:1:pos:R:3:forces:R:3:mulliken_charge:R:1
Ni -22.915 30.644 -1.544 -0.1 -0.1 -0.3 0.824
C -22.389 27.209 -0.493 3.3 3.7 -1.6 -0.954
O -21.898 26.564 -1.691 -0.4 -2.2 0.1 -0.155
O -22.545 28.554 -0.918 -0.9 -2.2 1.6 0.264
C -23.492 26.512 0.274 -0.4 0.3 0.2 0.500
F -23.423 25.196 0.359 1.3 -1.5 0.0 -0.334
F -23.646 26.948 1.541 1.0 0.5 0.6 -0.302
F -24.640 26.725 -0.259 -3.1 1.0 -2.0 -0.261
C -20.912 25.530 -1.567 1.3 -0.5 -1.2 -0.372
C -20.496 24.913 -2.940 -0.5 0.4 -0.5 -1.144
H -19.505 25.118 -3.345 0.3 0.2 0.7 0.282
H -20.603 23.836 -2.810 0.1 0.0 -0.5 0.347
H -21.110 25.245 -3.777 -0.6 -0.1 0.2 0.237
H -21.063 24.572 -1.070 -1.5 0.6 1.1 0.350
H -19.978 25.867 -1.117 -0.1 0.8 0.3 0.384
H -21.521 27.151 0.164 0.3 -0.1 0.8 0.300
C -24.437 33.717 -4.262 0.6 0.6 1.5 -1.506
C -23.552 33.739 -2.953 0.7 -2.0 -0.3 0.074
O -23.311 32.457 -2.421 -0.7 0.4 0.0 0.387
H -25.378 33.256 -3.964 0.0 -0.3 -0.2 0.452
H -23.987 33.236 -5.130 0.1 -0.2 0.2 0.403
H -24.675 34.749 -4.519 0.0 0.2 -0.2 0.508
H -23.996 34.467 -2.274 -0.6 -0.1 0.5 -0.521
H -22.546 34.141 -3.073 0.3 0.7 -0.9 -0.111
N -24.899 29.910 -2.090 -0.6 -3.5 -1.0 1.146
C -25.929 30.655 -1.717 -1.1 -0.6 -0.6 -0.506
C -27.275 30.273 -1.920 0.4 -1.5 -0.6 -1.067
C -27.561 28.997 -2.502 -0.3 2.6 0.4 -0.394
C -26.529 28.222 -2.941 2.9 -0.3 0.7 -1.370
C -25.198 28.609 -2.660 -0.6 3.6 0.6 -0.516
H -25.700 31.598 -1.243 0.1 0.2 -0.2 0.609
H -28.069 30.970 -1.697 0.0 -0.1 0.2 0.494
H -28.575 28.708 -2.736 -0.2 0.1 0.2 0.483
H -26.644 27.288 -3.471 -0.3 -0.1 0.1 0.630
H -24.343 28.025 -2.965 0.1 0.1 0.2 0.564
N -20.571 34.665 1.127 -2.3 0.1 -1.7 -0.306
C -19.384 34.905 1.572 1.8 0.0 2.3 -0.088
C -18.464 35.848 1.137 -0.7 -0.2 -0.9 -0.642
C -18.858 36.500 0.000 -0.8 0.6 -2.3 -0.232
C -20.079 36.216 -0.674 -0.4 -1.6 2.6 -0.642
C -20.971 35.310 0.013 2.5 1.1 -1.5 -0.168
H -19.107 34.324 2.439 0.1 -0.3 0.2 0.379
H -17.466 35.966 1.533 -0.2 0.0 0.3 0.401
H -18.229 37.189 -0.544 0.4 0.2 0.3 0.348
H -20.293 36.585 -1.666 -0.1 0.3 0.1 0.460
H -21.870 35.023 -0.512 -0.5 -0.1 0.4 0.475
N -18.753 35.196 -7.012 0.6 -0.8 2.4 -0.560
C -18.116 34.148 -6.430 -1.7 -0.6 -0.1 -0.358
C -18.781 33.224 -5.551 1.1 2.7 -0.2 -0.677
C -20.005 33.639 -4.987 0.8 -1.2 -1.1 0.627
C -20.632 34.786 -5.465 1.4 -1.1 0.7 -0.483
C -19.905 35.506 -6.409 -1.5 0.5 -1.6 -0.354
H -17.079 34.055 -6.719 0.1 -0.5 -0.2 0.386
H -18.185 32.402 -5.183 -0.3 -0.3 0.1 0.399
H -20.450 32.969 -4.266 -0.4 0.1 0.1 0.310
H -21.608 34.976 -5.044 0.0 0.8 -0.3 0.336
H -20.382 36.355 -6.878 -0.2 0.3 0.1 0.385
N -23.691 31.103 0.428 -1.9 -0.8 2.4 1.000
C -23.445 32.169 1.239 1.7 -1.0 -2.9 -0.917
C -23.792 32.267 2.541 -0.1 -0.4 1.1 -1.042
C -24.382 31.164 3.124 -0.1 1.1 1.0 -0.363
C -24.677 30.042 2.378 -0.9 1.4 2.7 -1.246
C -24.442 30.122 1.071 1.5 -0.7 -2.9 0.057
H -22.737 32.855 0.796 -0.2 0.5 -0.1 0.876
H -23.470 33.120 3.120 -0.2 0.1 0.0 0.573
H -24.650 31.267 4.165 0.0 -0.4 0.2 0.396
H -25.221 29.268 2.899 0.1 -0.5 -0.6 0.513
H -24.765 29.217 0.578 0.4 0.3 -1.2 0.305
N -20.926 31.357 -0.917 3.7 0.2 1.3 1.327
C -20.196 30.566 -0.041 -0.6 0.8 -0.9 -0.310
C -18.811 30.684 0.219 -0.4 1.7 -0.9 -1.197
C -18.114 31.722 -0.417 -1.6 0.4 -0.7 -0.453
C -18.810 32.581 -1.348 1.0 -1.5 2.4 -0.938
C -20.160 32.389 -1.464 -2.0 -1.1 -0.4 -0.384
H -20.794 29.855 0.509 -0.1 -0.3 -0.2 0.374
H -18.273 30.127 0.973 -0.4 -0.4 0.0 0.460
H -17.110 31.964 -0.100 0.2 -0.2 -0.3 0.409
H -18.297 33.444 -1.746 -0.2 0.0 -0.2 0.626
H -20.747 33.095 -2.032 -0.2 -0.1 -0.2 0.327
N -21.940 29.947 -3.478 2.0 -1.2 -2.8 0.971
C -22.351 30.426 -4.695 0.2 -0.4 0.5 -0.142
C -21.820 30.101 -5.953 1.4 -0.9 1.6 -0.736
C -20.709 29.198 -5.965 -1.0 0.7 0.0 -0.577
C -20.130 28.775 -4.772 -2.1 0.2 0.2 -1.199
C -20.824 29.092 -3.595 -1.7 1.1 0.8 -0.174
H -23.246 31.029 -4.720 0.0 0.3 0.6 -0.032
H -22.282 30.586 -6.800 0.1 -0.4 -0.3 0.533
H -20.385 28.672 -6.851 0.2 0.6 -0.5 0.425
H -19.393 27.985 -4.811 0.2 0.2 0.3 0.496
H -20.658 28.557 -2.672 0.4 0.2 0.2 0.250
N -26.850 36.945 -0.855 -0.4 0.1 -0.9 -0.513
C -26.116 35.857 -0.803 1.2 -0.4 -0.5 -0.623
C -25.696 35.211 0.356 -0.4 0.5 -0.6 0.046
C -26.165 35.738 1.529 -0.7 0.7 0.8 -0.320
C -26.994 36.892 1.522 0.5 -1.9 -0.5 -0.495
C -27.318 37.416 0.273 -0.1 0.6 2.0 -0.194
H -25.741 35.501 -1.752 -0.1 -0.1 -0.2 0.780
H -25.054 34.345 0.286 0.0 -0.1 0.1 0.222
H -25.947 35.213 2.448 0.1 0.2 0.3 0.419
H -27.480 37.192 2.439 0.1 0.4 0.0 0.368
H -27.959 38.285 0.276 -0.1 0.2 -0.5 0.351
N -28.913 30.340 -6.128 -0.1 0.2 0.8 -0.599
C -28.372 31.604 -6.094 0.9 -2.8 -0.1 -0.513
C -26.975 31.757 -6.028 -0.3 -1.7 -0.5 -0.415
C -26.179 30.557 -6.016 -1.6 2.4 0.1 0.213
C -26.804 29.323 -5.954 1.4 -0.4 0.7 -0.208
C -28.173 29.208 -5.956 -0.7 3.1 -0.9 -0.427
H -29.112 32.390 -6.129 0.2 0.2 -0.1 0.401
H -26.486 32.719 -6.069 -0.1 0.1 0.1 0.487
H -25.119 30.763 -6.004 0.2 -0.7 0.1 0.255
H -26.190 28.459 -5.747 0.1 -0.2 -0.3 0.414
H -28.726 28.282 -5.898 0.1 -0.1 0.0 0.428
```
Forces are in eV/Å.


(3)
C4H34NO16 | ωB97M-V with the def2-TZVPD basis set

Calculated values
HOMO-LUMO gap = 9.358 eV
Spin multiplicity = 1
Total charge = -1
Energy = -1431.372996 Ha

Geometry as XYZ:
```
55
Properties=species:S:1:pos:R:3:forces:R:3:mulliken_charge:R:1
O 0.075 0.844 4.291 0.7 0.6 0.5 -0.648
C 0.810 1.670 3.715 -1.9 -3.3 0.1 -0.047
N 0.407 2.103 2.528 2.0 1.6 -3.0 -0.092
C -0.724 1.498 1.847 -1.2 4.1 -0.2 -0.515
C -0.470 0.431 0.857 2.9 -2.7 -1.1 1.693
O -1.594 0.021 0.204 -1.7 -1.2 -0.1 -0.201
C -1.401 2.755 1.018 -1.1 -0.5 1.7 -0.794
O -2.488 2.296 0.266 -0.7 0.0 0.3 -0.727
H 1.801 1.775 4.102 0.8 1.2 0.0 0.476
H 1.041 2.613 1.835 -0.8 -1.0 1.9 0.342
H -1.403 1.229 2.624 -0.7 -0.5 0.2 0.423
H 0.292 0.751 0.093 -0.2 0.3 0.5 -0.142
H 0.038 -0.541 1.244 -0.5 1.7 0.4 -0.885
H -2.498 1.289 0.369 0.4 1.1 -0.5 0.461
H -0.696 3.310 0.432 1.1 -0.4 -1.0 0.290
H -1.826 3.629 1.579 0.5 -1.0 0.9 0.284
H -1.959 -1.805 0.606 0.6 -2.5 0.1 0.232
H -1.417 -2.558 1.806 0.0 -0.9 -1.1 0.511
O -1.743 -2.803 0.882 -0.8 3.4 0.6 -0.867
H 1.803 -2.898 -1.717 -4.1 0.4 2.1 0.302
H 3.068 -2.831 -1.859 4.5 1.3 1.3 0.378
O 2.399 -3.214 -2.324 -0.2 -2.3 -3.4 -0.716
H 2.019 -1.465 -0.210 -0.3 -0.7 1.4 0.283
H 1.387 -2.136 1.117 1.6 0.5 -1.4 0.291
O 2.250 -1.832 0.690 -1.4 -0.2 -0.4 -0.767
H -1.314 -0.931 -1.205 0.2 -0.4 -0.4 0.308
H -1.016 -2.423 -1.417 0.2 0.8 -0.9 0.316
O -1.007 -1.571 -1.906 -0.6 -0.2 1.0 -0.854
H 2.674 1.902 -2.190 -1.2 2.6 0.1 0.415
H 2.574 0.522 -2.485 -0.1 -0.9 -0.1 0.407
O 3.234 1.171 -2.243 1.8 -1.8 0.3 -0.710
H 0.864 -4.163 -0.249 2.3 -5.1 0.7 0.153
H -0.581 -3.390 -0.008 1.7 -0.5 0.5 0.408
O 0.399 -3.421 -0.322 -3.8 5.1 -0.8 -0.547
H -2.262 0.694 -1.284 -0.1 0.3 -0.5 0.402
H -2.495 2.182 -1.611 -0.1 -2.8 -1.2 0.391
O -2.467 1.243 -2.076 -0.1 2.5 1.3 -0.908
H 0.754 3.348 -2.320 -1.8 0.6 1.4 0.300
H 0.966 2.584 -3.605 0.6 0.6 1.5 0.372
O 1.444 3.107 -2.883 1.1 -0.8 -2.7 -0.745
H 0.272 0.562 -3.322 3.3 -3.3 0.7 0.468
H -0.896 1.252 -2.772 -0.5 0.1 -1.0 0.382
O -0.320 1.182 -3.573 -2.9 3.3 -0.8 -0.826
H 3.025 -0.383 0.899 -1.5 -2.5 1.4 0.421
H 3.593 0.517 0.206 1.9 3.8 -13.8 0.299
O 3.535 0.383 1.002 0.0 -0.4 12.7 -0.642
H -2.877 -0.276 1.272 -0.9 0.8 0.1 0.147
H -4.144 0.548 1.687 -3.1 5.6 -1.5 0.312
O -3.692 -0.178 1.834 3.6 -6.4 1.6 -0.713
H 1.790 -1.557 -3.024 -0.2 -0.9 -0.2 0.362
H 0.565 -0.924 -2.260 -2.9 -1.6 1.1 0.333
O 1.381 -0.782 -2.659 3.2 2.2 -0.9 -0.734
H -1.841 -1.975 3.569 0.2 0.4 0.3 0.357
H -0.434 -1.242 3.542 -0.9 -0.8 0.0 0.318
O -0.897 -2.111 3.407 0.5 0.7 0.0 -0.757
```
Forces are in eV/Å.


(4)
C16H20N3O4P | ωB97M-V with the def2-TZVPD basis set

Calculated values
HOMO-LUMO gap = 8.062 eV
Spin multiplicity = 1
Total charge = 0
Structure (SMILES) = N=[PH2]c1ccc2nccnc2c1.O=C1CCCO1.O=C1CCCO1
Energy = -1428.262482 Ha

Geometry as XYZ:
```
44
Properties=species:S:1:pos:R:3:forces:R:3:mulliken_charge:R:1
N 0.361 -2.934 2.316 -0.2 0.1 -0.3 -0.737
P -0.337 -2.010 1.263 0.2 -0.3 0.5 0.274
C 0.483 -1.864 -0.328 0.1 -0.1 -0.1 0.597
C 0.283 -2.854 -1.323 -0.1 0.0 0.1 -0.323
C 0.918 -2.777 -2.522 -0.1 -0.1 -0.1 -0.833
C 1.798 -1.706 -2.780 0.4 0.4 0.1 0.456
N 2.435 -1.630 -3.982 -0.1 0.0 -0.1 -0.629
C 3.240 -0.621 -4.163 -0.1 0.1 0.3 -0.220
C 3.463 0.359 -3.154 -0.1 -0.1 -0.2 -0.277
N 2.870 0.318 -1.993 0.1 0.0 0.0 -0.526
C 2.021 -0.725 -1.781 0.1 -0.2 -0.3 0.296
C 1.346 -0.829 -0.548 -0.1 0.1 -0.1 -0.381
H -0.272 -3.645 2.665 0.1 0.0 0.1 0.286
H -1.662 -2.311 0.927 -0.1 0.1 -0.1 -0.003
H -0.369 -0.642 1.598 -0.1 0.1 0.0 -0.008
H -0.402 -3.670 -1.129 0.0 0.0 0.0 0.397
H 0.762 -3.509 -3.301 0.0 0.0 0.0 0.444
H 3.746 -0.534 -5.118 0.0 -0.1 0.0 0.404
H 4.141 1.184 -3.352 0.0 0.0 0.1 0.427
H 1.529 -0.062 0.194 0.0 0.0 0.1 0.353
O -3.781 -2.660 2.070 -0.1 0.0 -0.1 -0.600
C -3.688 -2.419 3.238 0.0 0.0 0.0 0.515
O -2.698 -2.944 3.991 0.1 -0.1 0.1 -0.302
C -2.841 -2.554 5.368 0.0 0.0 0.0 -0.417
C -3.696 -1.289 5.335 0.0 0.0 -0.1 -0.497
C -4.565 -1.533 4.101 0.2 0.0 0.1 -0.408
H -3.332 -3.370 5.902 0.0 0.0 0.0 0.257
H -1.845 -2.408 5.776 0.0 0.0 0.0 0.321
H -4.254 -1.135 6.255 0.0 0.0 0.0 0.325
H -3.059 -0.418 5.173 0.0 0.0 0.0 0.263
H -5.474 -2.090 4.335 0.0 0.0 0.0 0.259
H -4.841 -0.635 3.556 -0.1 0.0 0.0 0.294
O -0.597 6.074 -2.100 0.0 0.1 0.0 -0.569
C 0.288 5.281 -2.212 0.0 0.0 0.1 0.442
O 0.056 3.960 -2.402 0.0 -0.1 0.0 -0.369
C 1.291 3.224 -2.405 0.0 0.0 0.0 -0.151
C 2.367 4.246 -2.760 -0.1 0.1 0.0 -0.455
C 1.786 5.523 -2.156 0.0 -0.1 -0.1 -0.416
H 1.443 2.795 -1.414 0.0 0.0 0.0 0.118
H 1.198 2.413 -3.123 0.0 0.0 0.0 0.249
H 3.347 3.972 -2.375 0.0 0.0 0.0 0.306
H 2.440 4.348 -3.844 0.0 0.0 0.0 0.283
H 2.065 5.648 -1.108 0.0 0.0 0.0 0.251
H 2.035 6.434 -2.692 0.0 0.1 0.0 0.304
```
Forces are in eV/Å.


(5)
C10H16 | ωB97M-V with the def2-TZVPD basis set

Calculated values
HOMO-LUMO gap (alpha / beta) = 9.276 / 5.547 eV
Expectation value of S² = 0.7676
Spin multiplicity = 2
Total charge = +1
Energy = -390.281573 Ha

Geometry as XYZ:
```
26
Properties=species:S:1:pos:R:3:forces:R:3:mulliken_charge:R:1
C 0.329 2.728 0.342 1.1 0.4 -0.3 -1.436
C 1.348 0.892 1.760 -0.3 0.2 -0.1 -0.386
C 0.226 1.471 1.094 -0.1 0.3 -0.8 1.012
C 1.124 -0.124 2.631 -0.1 0.2 0.0 -0.484
C -1.047 0.828 1.130 -0.5 -1.4 0.6 -0.284
C -0.200 -0.632 2.796 0.5 -0.4 0.6 -0.273
C -1.271 -0.189 2.027 -0.1 0.4 -0.4 -0.410
H 2.340 1.287 1.589 -0.1 0.2 0.1 0.408
H 1.928 -0.529 3.227 0.0 -0.1 0.0 0.441
H -0.061 2.718 -0.680 -0.1 -0.5 0.0 0.345
H 1.369 3.053 0.307 -0.1 0.1 -0.1 0.401
H -1.845 0.999 0.418 0.2 0.8 0.0 0.392
H -0.290 -1.432 3.520 -0.4 -0.1 -0.1 0.417
H -2.248 -0.650 2.060 0.1 -0.1 0.2 0.418
H -0.239 3.538 0.789 -0.3 0.1 0.5 0.396
C -0.281 -1.517 -1.514 2.1 -0.8 -0.2 0.604
C 1.163 -1.276 -2.116 -1.3 0.7 0.4 -1.040
C -1.312 -1.038 -2.534 -1.4 -1.6 1.3 -1.134
H -0.294 -1.035 -0.530 -0.4 0.4 -0.3 -0.500
H -0.230 -2.568 -1.214 -1.0 -0.2 -0.5 0.304
H 1.062 -1.180 -3.193 0.2 0.0 0.0 0.302
H 1.455 -0.306 -1.711 0.7 -0.1 -0.3 0.226
H -2.251 -1.613 -2.537 0.2 -0.2 0.6 0.314
H -0.969 -1.295 -3.529 0.2 1.2 -0.3 0.390
H 1.875 -2.068 -1.911 0.1 0.1 0.3 0.330
H -1.682 -0.063 -2.223 0.5 0.5 -1.1 0.248
```
Forces are in eV/Å.


(6)
C5H13NO2 | ωB97M-V with the def2-TZVPD basis set

Calculated values
HOMO-LUMO gap = 10.331 eV
Spin multiplicity = 1
Total charge = 0
Structure (SMILES) = N[C@H](CO)CCCO
Energy = -403.464704 Ha

Geometry as XYZ:
```
21
Properties=species:S:1:pos:R:3:forces:R:3:mulliken_charge:R:1
C -1.603 1.287 0.791 -0.1 1.3 0.2 -0.939
O -2.925 0.821 1.018 0.2 -0.3 -0.1 -0.548
C -0.621 0.191 0.326 -0.8 0.2 1.0 0.474
C 0.528 0.902 -0.375 1.2 0.0 -0.9 -0.998
C 1.639 0.027 -0.940 0.4 -0.5 -2.1 -0.726
C 2.088 -1.152 -0.053 1.8 -0.8 -2.1 -0.512
O 1.240 -2.040 0.587 -4.0 -0.5 -0.1 -0.524
N -1.284 -0.722 -0.684 -0.3 0.3 1.7 -0.687
H -1.278 1.873 1.661 0.5 -0.9 0.5 0.416
H -1.637 2.157 0.127 -0.5 -0.6 -0.9 0.377
H -2.847 -0.075 1.374 -0.2 0.2 0.1 0.345
H -0.385 -0.333 1.355 0.2 0.5 -2.5 0.287
H 0.273 1.621 -1.217 -0.5 -0.9 1.1 0.330
H 1.076 1.479 0.321 0.1 1.1 1.2 0.396
H 1.403 -0.308 -1.964 -0.7 -0.5 0.5 0.359
H 2.542 0.666 -1.299 -1.1 -0.9 1.5 0.363
H 2.621 -1.955 -0.709 0.7 2.3 0.9 0.291
H 2.575 -0.663 0.774 1.3 -0.3 0.2 0.316
H -2.078 -0.138 -0.958 0.0 -0.5 -0.5 0.355
H 0.413 -2.143 0.032 1.4 0.0 0.8 0.331
H -1.740 -1.492 -0.167 0.3 0.4 -0.4 0.294
```
Forces are in eV/Å.